*1*
Below is one molecule with the formula C3H8N2OS, with properties calculated with the ωB97M-V functional and the def2-TZVPD basis.

Its structure (SMILES) is C/N=C(/NO)SC. The multiplicity is 1. As for the molar mass: 120.2 Da.

Structure (XYZ):
```
15
C3H8N2OS the ωB97M-V functional and the def2-TZVPD basis
H 2.63 -2.05 0.44
C 0.31 0.11 -0.10
C 1.63 -1.83 0.08
H -2.67 1.18 -0.57
H -0.32 1.89 -0.86
H 0.87 -2.32 0.74
H -2.12 0.99 1.12
N 0.19 1.52 -0.07
C -2.45 0.45 0.22
H 2.08 1.43 -0.16
H -3.37 -0.08 0.41
O 1.43 2.16 -0.04
N 1.46 -0.40 -0.01
H 1.54 -2.30 -0.93
S -1.21 -0.78 -0.27
```

Mulliken analysis output, partial charges in e: 0.29 0.61 -0.86 0.27 0.23 0.30 0.32 -0.19 -0.89 0.41 0.35 -0.45 -0.61 0.30 -0.06

=====

*2*
Below is one molecule with the formula C3H8N2OS, with properties calculated with the ωB97M-V functional and the def2-TZVPD basis.

Its structure (SMILES) is C/N=C(/CS)NO. The multiplicity is 1. As for the molar mass: 120.2 Da.

Structure (XYZ):
```
15
C3H8N2OS the ωB97M-V functional and the def2-TZVPD basis
C -0.21 1.93 0.76
N 0.23 -0.19 -0.96
O 1.04 0.93 -1.46
H -2.09 -1.36 -0.64
C 0.29 -0.31 0.35
N -0.02 0.59 1.22
H 0.70 -0.96 -1.48
H 0.23 -2.12 1.75
S -1.11 -2.66 -0.36
H -1.00 2.60 1.25
H 0.41 1.78 -1.67
C 0.21 -1.78 0.63
H 1.18 -2.40 0.28
H -0.75 1.71 -0.36
H 0.88 2.25 0.68
```

Mulliken analysis output, partial charges in e: -0.60 -0.20 -0.47 0.17 0.66 -0.55 0.26 0.33 -0.23 0.26 0.34 -0.65 0.29 0.05 0.33

=====

*3*
Below is one molecule with the formula C3H8N2OS, with properties calculated with the ωB97M-V functional and the def2-TZVPD basis.

Its structure (SMILES) is CCN(S)/C=N\O. The multiplicity is 1. As for the molar mass: 120.2 Da.

Structure (XYZ):
```
15
C3H8N2OS the ωB97M-V functional and the def2-TZVPD basis
H -0.23 -2.17 -0.19
H 2.99 0.62 -0.67
N 0.31 -0.12 0.15
H -0.86 1.73 0.90
O -2.53 0.09 0.07
N -1.88 -1.13 -0.20
H 3.69 -0.91 -0.04
H 1.62 -1.48 1.07
H -3.46 0.00 -0.24
C 2.80 -0.38 -0.41
H 2.47 -0.88 -1.33
S 0.03 1.44 -0.11
C 1.64 -0.48 0.60
C -0.65 -1.15 -0.08
H 1.92 0.15 1.47
```

Mulliken analysis output, partial charges in e: 0.32 0.33 -0.02 0.12 -0.36 -0.46 0.34 0.43 0.33 -1.04 0.30 -0.18 -0.59 0.20 0.28

=====

*4*
Below is a 2-piece molecular cluster, C3H8N2OS overall, with properties calculated with the ωB97M-V functional and the def2-TZVPD basis.

The multiplicity is 1. As for the molar mass: 120.2 Da.

Structure (XYZ):
```
15
C3H8N2OS the ωB97M-V functional and the def2-TZVPD basis
H 1.48 1.46 2.97
H -2.81 -0.43 -1.07
C -0.51 -0.13 -2.19
H 0.53 0.07 -2.45
N 0.88 0.28 1.39
H -1.02 -0.60 -3.03
H 0.99 -0.65 0.96
H -1.01 0.80 -1.94
O 0.39 -1.64 -0.54
C 1.55 0.51 2.48
C -0.54 -1.05 -1.01
H -0.03 1.93 1.13
S -2.16 -1.31 -0.31
H 2.17 -0.26 2.89
N 0.08 1.01 0.70
```

Mulliken analysis output, partial charges in e: 0.22 0.12 -1.27 0.28 0.32 0.40 0.20 0.35 -0.64 -0.34 0.85 0.15 -0.17 0.24 -0.71

=====

Stability order, top to bottom: *1*, *4*, *3*, *2*

=====

*1*
Below is one molecule with the formula C3H8N2OS, with properties calculated with the ωB97M-V functional and the def2-TZVPD basis.

Its structure (SMILES) is CC/C(=N/S)NO. The multiplicity is 1. As for the molar mass: 120.2 Da.

Structure (XYZ):
```
15
C3H8N2OS the ωB97M-V functional and the def2-TZVPD basis
O -1.07 -1.96 1.21
C -0.35 1.03 -0.72
H 1.48 1.62 0.14
H 1.70 -2.90 -1.55
H 0.12 2.00 1.24
H 0.34 3.06 -0.15
H -1.53 -0.10 1.13
S 0.91 -2.73 -0.52
N 0.62 -1.13 -1.02
C 0.42 1.99 0.16
H -0.44 -2.31 1.87
H -0.01 1.14 -1.80
C -0.14 -0.39 -0.29
N -0.66 -0.61 0.99
H -1.40 1.28 -0.69
```

Mulliken analysis output, partial charges in e: -0.48 -0.42 0.29 0.14 0.30 0.32 0.29 -0.17 -0.45 -1.04 0.35 0.24 0.49 -0.15 0.28

=====

*2*
Below is C3H8N2OS as an isolated structure, with properties calculated with the ωB97M-V functional and the def2-TZVPD basis.

The multiplicity is 1. As for the molar mass: 120.2 Da.

Structure (XYZ):
```
15
C3H8N2OS the ωB97M-V functional and the def2-TZVPD basis
H -2.68 -1.15 -0.17
H -1.68 1.29 -0.30
C -1.23 0.36 0.16
N 2.18 -0.37 0.90
C -1.63 -1.00 -0.52
O 0.52 2.00 0.00
H 1.58 1.92 -0.68
H 0.37 -0.47 1.88
H 2.40 -0.07 -1.50
H -1.02 -1.78 0.03
C 0.97 -0.19 0.95
N 0.17 0.58 -0.07
H -1.62 -1.08 -1.63
S 3.23 -0.17 -0.36
H -1.54 0.14 1.30
```

Mulliken analysis output, partial charges in e: 0.32 0.38 -0.60 -0.38 -0.88 -0.47 0.37 0.30 0.15 0.25 0.20 -0.01 0.29 -0.16 0.24

=====

*3*
Below is C3H8N2OS as an isolated structure, with properties calculated with the ωB97M-V functional and the def2-TZVPD basis.

The multiplicity is 1. As for the molar mass: 120.2 Da.

Structure (XYZ):
```
15
C3H8N2OS the ωB97M-V functional and the def2-TZVPD basis
C 0.98 -0.59 0.98
H -1.13 3.01 0.38
S 0.58 0.13 -0.65
H -2.10 -0.71 0.38
H 0.12 -0.54 1.59
O -2.06 1.33 -0.04
H 3.81 -2.10 -0.75
N -0.76 -0.42 -1.25
N 0.25 1.70 -0.20
C -0.99 1.96 0.00
H 3.08 -1.83 -0.82
C -1.94 -0.13 -0.60
H 1.75 -0.02 1.39
H 1.25 -1.75 0.84
H -2.81 -0.04 -1.24
```

Mulliken analysis output, partial charges in e: -0.89 0.36 0.36 0.25 0.36 -0.35 0.19 -0.47 -0.47 0.22 -0.21 -0.30 0.36 0.27 0.32

=====

Stability order, top to bottom: *1*, *3*, *2*

=====

*1*
Below is one molecule with the formula C2H6N2S, with properties calculated with the ωB97M-V functional and the def2-TZVPD basis.

Its structure (SMILES) is [H]/N=C(/N)SC. The multiplicity is 1. As for the molar mass: 90.2 Da.

Structure (XYZ):
```
11
C2H6N2S the ωB97M-V functional and the def2-TZVPD basis
N 0.76 1.49 0.00
H 2.57 0.26 -0.41
H -1.33 1.21 0.85
H -1.77 1.25 -0.85
C 0.68 0.16 0.08
H 2.37 -1.27 0.70
H -2.76 0.15 0.19
C -1.72 0.58 0.04
H -0.04 2.07 -0.02
S -0.69 -0.94 -0.04
N 1.86 -0.50 -0.06
```

Mulliken analysis output, partial charges in e: -0.79 0.30 0.27 0.31 0.60 0.29 0.26 -0.85 0.23 -0.09 -0.52

=====

*2*
Below is one molecule with the formula C2H6N2S, with properties calculated with the ωB97M-V functional and the def2-TZVPD basis.

Its structure (SMILES) is [H]/N=C(\N)SC. The multiplicity is 1. As for the molar mass: 90.2 Da.

Structure (XYZ):
```
11
C2H6N2S the ωB97M-V functional and the def2-TZVPD basis
H 2.75 0.66 0.85
S 0.63 -0.49 0.00
C 2.49 0.24 -0.12
N -1.52 1.44 0.30
H 2.61 0.90 -1.01
C -1.34 0.24 0.06
N -1.92 -0.94 -0.14
H -1.32 -1.78 -0.24
H -2.55 1.74 0.28
H 2.99 -0.71 0.03
H -2.82 -1.29 -0.01
```

Mulliken analysis output, partial charges in e: 0.28 -0.31 -0.73 -0.54 0.25 0.53 -0.38 0.17 0.23 0.28 0.21

=====

Stability order, top to bottom: *1*, *2*

=====

*1*
Below is one molecule with the formula C2H6N2S, with properties calculated with the ωB97M-V functional and the def2-TZVPD basis.

The multiplicity is 1. As for the molar mass: 90.2 Da.

Structure (XYZ):
```
11
C2H6N2S the ωB97M-V functional and the def2-TZVPD basis
N 0.25 -1.33 -0.06
H 0.42 1.34 -2.47
H -1.65 0.97 1.38
C -1.24 -0.11 1.10
C 0.80 0.91 -0.20
H 0.41 1.88 0.00
H -1.67 -0.96 1.60
S 1.44 0.83 -1.73
H 1.03 -1.26 -0.63
H 0.39 -2.12 0.69
N -0.18 -0.15 0.31
```

Mulliken analysis output, partial charges in e: -0.68 0.09 0.20 -0.31 -0.50 0.26 0.26 -0.29 0.22 0.27 0.49

=====

*2*
Below is one molecule with the formula C2H6N2S, with properties calculated with the ωB97M-V functional and the def2-TZVPD basis.

Its structure (SMILES) is CN(N)C=S. The multiplicity is 1. As for the molar mass: 90.2 Da.

Structure (XYZ):
```
11
C2H6N2S the ωB97M-V functional and the def2-TZVPD basis
N 1.11 1.34 -0.02
H 2.89 -0.71 -0.62
H 2.59 -0.52 1.10
C 2.00 -0.70 0.10
H 0.79 1.85 0.83
S -1.91 0.00 0.04
H 1.55 -1.78 -0.10
H 0.46 1.75 -0.80
C -0.44 -0.63 0.01
N 0.77 -0.04 -0.19
H -0.23 -1.68 -0.24
```

Mulliken analysis output, partial charges in e: -0.70 0.24 0.22 -0.64 0.26 -0.33 0.25 0.26 0.02 0.23 0.18

=====

Stability order, top to bottom: *2*, *1*

=====

*1*
Below is H5OS2 as an isolated structure, with properties calculated with the ωB97M-V functional and the def2-TZVPD basis.

The total charge is +1. The multiplicity is 1. As for the molar mass: 85.2 Da.

Structure (XYZ):
```
8
H5OS2 the ωB97M-V functional and the def2-TZVPD basis
S -0.20 2.31 0.49
S -0.25 -0.57 -0.65
H -0.11 -0.41 -1.99
O 0.84 -3.04 0.32
H 0.22 -3.64 -0.12
H 0.16 1.13 -0.12
H 0.01 2.06 1.80
H 0.32 -2.36 0.74
```

Mulliken analysis output, partial charges in e: 0.01 0.03 0.30 -0.55 0.37 0.22 0.27 0.35

=====

*2*
Below is a 2-piece molecular cluster, H5OS2 overall, with properties calculated with the ωB97M-V functional and the def2-TZVPD basis.

The total charge is +1. The multiplicity is 1. As for the molar mass: 85.2 Da.

Structure (XYZ):
```
8
H5OS2 the ωB97M-V functional and the def2-TZVPD basis
H -0.07 -0.76 2.33
S 0.11 -1.23 1.08
O 1.16 1.36 -2.38
H -0.68 0.18 -1.04
H 1.16 1.47 -3.30
H 0.17 1.37 0.23
S -0.81 0.43 0.29
H 1.98 0.90 -2.18
```

Mulliken analysis output, partial charges in e: 0.26 0.03 -0.62 0.35 0.31 0.34 0.00 0.34

=====

Stability order, top to bottom: *2*, *1*

=====

*1*
Below is a 2-piece molecular cluster, CH5NO2P overall, with properties calculated with the ωB97M-V functional and the def2-TZVPD basis.

The total charge is -1. The multiplicity is 1. As for the molar mass: 94.0 Da.

Structure (XYZ):
```
10
CH5NO2P the ωB97M-V functional and the def2-TZVPD basis
N 2.13 -0.51 0.57
H -2.42 0.96 -0.84
H -1.24 0.72 0.64
P -0.93 -0.97 -1.00
H 2.39 0.01 1.48
H 1.33 -1.14 0.65
H -0.83 1.52 -0.86
C -1.46 0.76 -0.45
O 1.97 0.36 -0.47
O -0.94 -1.72 0.29
```

Mulliken analysis output, partial charges in e: -0.37 0.37 0.18 0.14 0.15 0.23 0.28 -0.88 -0.57 -0.54

=====

*2*
Below is a 2-piece molecular cluster, CH5NO2P overall, with properties calculated with the ωB97M-V functional and the def2-TZVPD basis.

The total charge is -1. The multiplicity is 1. As for the molar mass: 94.0 Da.

Structure (XYZ):
```
10
CH5NO2P the ωB97M-V functional and the def2-TZVPD basis
N 0.35 -0.37 1.56
H -0.71 0.95 -0.76
H 0.11 0.12 -2.09
H 0.42 0.60 1.84
P 1.09 -0.52 0.01
O 1.45 -1.94 -0.21
C -0.31 0.00 -1.09
H -1.07 -0.78 -1.10
H 0.91 -0.94 2.19
O 2.75 1.39 -0.19
```

Mulliken analysis output, partial charges in e: -0.65 0.26 0.26 0.29 0.66 -0.65 -0.88 0.31 0.27 -0.87

=====

Stability order, top to bottom: *2*, *1*